[1]
The following is a DFT calculation (wB97M-V/def2-TZVPD) of C13H18Cl18F18N2O8PS4V2 as an isolated structure.

```
84
Properties=species:S:1:pos:R:3:forces:R:3:lowdin_spin:R:1
V -3.0085 -3.9690 0.5770 1.5874 1.4479 -0.3597 2.90
V -1.6347 0.6662 -1.5258 0.7655 1.0666 0.7071 2.80
P -4.2179 -1.4628 -0.1090 -5.5772 0.7570 -0.1817 0.00
F -5.4670 -1.3693 -1.1284 1.4764 0.5949 0.1600 0.00
F -5.1217 -0.6080 0.9642 2.7383 -0.6867 -1.1788 0.00
F -4.9306 -2.8316 0.4609 -0.0315 -1.4568 1.3212 0.03
F -2.9860 -1.8043 0.9438 -0.5436 0.6229 0.1139 0.00
F -3.5036 -2.4897 -1.1388 1.0666 -0.5415 -0.5952 0.01
F -3.4245 -0.2330 -0.7866 -0.1394 0.0191 0.4669 0.04
C -0.8662 4.6246 -1.6989 0.1004 -0.4430 -0.6293 0.00
F -2.0147 5.1359 -2.0858 0.7227 -0.2435 0.6345 0.00
F 0.1313 5.5057 -1.9037 -0.7943 -0.8066 0.4780 0.01
F -0.9098 4.2020 -0.4253 0.0809 0.7761 -1.1260 0.00
S -0.4323 3.0087 -2.7264 0.8724 -0.3028 -2.0555 0.01
O 0.4346 3.2838 -3.8808 -2.5008 -0.0188 2.2864 0.00
O 0.1778 2.0875 -1.7856 -0.2314 -0.9764 1.2270 0.01
N -1.9649 2.1522 -2.8985 3.0414 2.5666 1.0104 0.02
S -2.5804 2.7630 -4.2185 -3.7921 -0.8466 -6.3324 0.01
O -2.3371 4.1686 -4.5443 0.2867 -1.8630 1.5380 0.00
O -2.3653 1.7809 -5.3099 -0.3663 1.8555 2.3992 0.00
C -4.5102 2.6760 -3.8287 1.9490 -0.6768 -0.6079 0.00
F -4.8173 1.4091 -3.4565 0.0881 0.9435 -0.0846 0.00
F -4.7559 3.5195 -2.8411 -0.4507 -0.1148 -0.2021 0.00
F -5.1408 2.9831 -4.9516 0.1143 -0.0242 0.8965 0.00
C 1.6784 0.7103 1.0090 0.1682 -0.9640 0.0565 0.00
F 1.9565 0.8965 2.3170 -0.2958 -0.6078 -1.6402 0.00
F 1.8170 1.8626 0.3717 -0.2705 -0.7183 0.2483 0.00
F 2.4703 -0.2266 0.4258 -0.6485 1.4834 1.0652 0.00
S -0.1703 -0.0116 0.8969 -0.9428 0.7769 0.5491 0.01
O -0.4299 -0.8038 2.0777 0.8006 0.8432 -1.6125 0.01
O -1.1004 1.0693 0.6451 0.0002 0.8237 -0.2620 0.01
N -0.3688 -0.7497 -0.6744 1.4398 0.4562 3.3210 0.03
S 0.0477 -2.2150 -0.3405 0.1629 -5.2488 -1.8707 0.01
O 1.1028 -2.4521 0.6067 -0.6434 0.6136 -0.3238 0.00
O -1.1488 -3.0973 -0.1818 1.4608 0.5681 -0.5925 0.02
C 0.8193 -2.7011 -2.0216 -0.4622 -0.5033 0.6895 0.00
F 1.3378 -3.9482 -1.9160 -0.4729 1.9414 -0.4406 0.00
F -0.1863 -2.6920 -2.9102 0.9784 0.0897 0.1845 0.00
F 1.7685 -1.7900 -2.3332 -0.9531 -1.1463 0.1391 0.00
C -4.6410 3.1336 1.6353 -0.2550 -1.0230 0.0524 0.00
Cl -4.5472 1.8269 2.8727 0.0255 0.9041 -0.2504 0.00
Cl -3.5602 2.6809 0.2530 -0.6036 0.7410 0.3994 0.01
H -5.6724 3.1359 1.2828 0.2976 0.0114 -0.1313 0.00
H -4.3781 4.1093 2.0441 0.3114 -0.3657 -0.0509 0.00
C 3.7785 4.6043 -0.1945 0.5179 0.5817 -0.3921 0.06
Cl 5.4238 5.1135 0.2610 -0.8692 -0.2141 -0.1548 0.45
Cl 3.2690 5.5280 -1.6074 0.3472 -0.3869 0.5772 0.30
H 3.8495 3.5452 -0.4424 0.0154 -0.3579 -0.2625 0.03
H 3.0690 4.7368 0.6223 0.0225 0.1370 0.2203 0.02
C 0.0045 -4.2028 3.5816 0.2127 -1.2085 0.1108 0.00
Cl -0.0369 -5.9245 4.0242 0.2292 0.7611 -0.0400 0.00
Cl -1.5410 -3.8071 2.7203 -0.6056 0.3617 0.2103 0.02
H -0.0135 -3.5626 4.4636 -0.0673 -0.2128 -0.2069 0.00
H 0.8489 -4.0087 2.9203 -0.3327 0.0337 -0.0434 0.00
C 1.0099 -7.5916 -0.2139 -0.6831 -0.2140 0.3848 0.00
Cl 0.5193 -5.8802 0.0901 0.5307 -0.3932 0.1516 0.00
Cl -0.4684 -8.4450 -0.7082 0.4560 -0.1461 -0.1577 0.00
H 1.8002 -7.6638 -0.9611 -0.3857 0.2704 -0.1061 0.00
H 1.3476 -8.0508 0.7152 -0.0846 0.3484 -0.0512 0.00
C -0.0508 4.7474 3.5119 -0.6713 -0.0758 0.7936 0.00
Cl 0.5006 3.7968 2.1033 0.0151 0.5376 0.5492 0.00
Cl -0.9573 3.7004 4.6778 0.5104 0.5450 -0.5594 0.00
H 0.7712 5.2190 4.0504 0.1261 -0.4628 -0.2311 0.00
H -0.7438 5.5356 3.2174 0.0893 -0.3364 -0.3434 0.00
C 4.8467 0.3586 3.1637 0.0177 -0.3071 0.3398 0.01
Cl 5.2731 2.0575 2.8228 -0.0963 -0.0415 -0.2548 0.06
Cl 6.1987 -0.5042 3.8945 -0.1704 0.1230 -0.0712 0.02
H 4.0168 0.3931 3.8695 0.1841 -0.0509 -0.0842 0.00
H 4.5631 -0.1774 2.2580 0.1033 0.3689 -0.0168 0.00
C 4.6260 0.5333 -3.1788 0.3256 -0.9303 0.0413 0.00
Cl 3.4787 1.7070 -2.5843 -0.3191 0.8376 0.2207 0.03
Cl 5.6457 -0.1074 -1.8407 -0.4295 0.1907 -0.6207 0.01
H 3.9781 -0.2453 -3.5814 0.4941 -0.2117 0.1266 0.00
H 5.2709 0.9229 -3.9664 -0.1262 0.2022 0.3289 0.00
C -2.0454 0.2018 4.7646 -1.1445 -0.5699 -0.7108 0.00
Cl -1.0340 -1.2387 5.0989 0.0586 0.7568 0.2291 0.00
Cl -3.4237 0.2819 5.9093 0.7664 0.2510 -0.3182 0.00
H -1.5101 1.1441 4.6476 0.2650 -0.3472 0.7984 0.00
H -2.4984 0.0208 3.7898 0.0649 -0.1334 0.1299 0.00
C 3.8254 -5.1928 -3.0772 -0.2321 -1.0223 0.1935 0.00
Cl 5.4315 -5.4339 -2.4323 0.7869 0.6246 0.2432 0.00
Cl 3.6314 -6.2629 -4.4572 -0.3816 -0.1620 -0.5480 0.00
H 3.2065 -5.6014 -2.2784 -0.3991 0.6278 -0.3358 0.00
H 3.5894 -4.1839 -3.4154 0.2991 -0.0988 0.4442 0.00
```
Forces are in eV/Å.

Computed properties:
LUMO (spin up / spin down), eV: -6.81 / -12.35
2S+1: 8
Total charge: +2
Gap between HOMO and LUMO (spin up / spin down), Eh: 0.271 / 0.068


[2]
The following is a DFT calculation (wB97M-V/def2-TZVPD) of a 2-piece molecular cluster, C13H18Cl2FN2O overall.

```
37
Properties=species:S:1:pos:R:3:forces:R:3:nbo_charge:R:1
C -2.9325 -1.3384 0.4341 -0.9167 -1.8721 0.8556 -0.62
C -1.5573 -0.9336 0.8747 -2.2932 3.8970 -2.2037 0.24
C -1.5255 0.2943 1.7938 -1.2211 -0.4864 -0.7243 -0.65
C -0.4605 -1.8744 0.8081 2.1091 2.5947 -1.2926 0.34
N 0.8020 -1.4541 0.9894 -4.2231 -3.5038 0.2878 -0.22
C 1.6593 -2.4528 0.3663 0.6103 -0.9111 0.6349 -0.26
C 3.0686 -1.9670 0.3296 0.2906 -0.4760 0.8923 -0.09
O 3.4425 -1.6157 1.6613 -0.1878 0.9708 0.2189 -0.51
C 2.6554 -0.5303 2.2133 0.3158 -0.5898 0.2977 -0.08
C 1.1839 -0.9875 2.2942 2.0569 2.0306 1.0204 -0.28
H -3.5394 -0.4456 0.2901 0.1691 -0.1397 0.0866 0.25
H -2.8861 -1.8656 -0.5347 0.0246 0.1083 0.5286 0.24
H -3.4256 -1.9820 1.1633 -0.2087 -0.1234 0.0671 0.22
H -2.5756 0.6469 1.7683 0.9067 0.5135 -0.2678 0.25
H -1.4052 0.0436 2.8068 0.4436 -0.4426 1.4673 0.22
H -0.7659 1.0171 1.4648 -0.5228 -0.1916 0.0881 0.26
H -0.5839 -2.7869 0.2536 -0.2351 -0.2560 -0.3072 0.22
H 1.5362 -3.3981 0.9521 0.4890 0.6299 -0.3899 0.22
H 1.2283 -2.5830 -0.5968 0.1656 -0.3159 -0.9911 0.23
H 3.6932 -2.8255 0.0638 0.1511 0.4652 -0.2093 0.23
H 3.1585 -1.1387 -0.3697 0.2819 0.1621 -0.0756 0.20
H 3.0385 -0.3236 3.2522 -0.2934 -0.2674 -1.1812 0.23
H 2.7391 0.3923 1.5971 0.0498 -0.5803 0.2900 0.19
H 0.5921 -0.1630 2.6469 -0.2594 0.2727 -0.2111 0.25
H 1.0757 -1.7677 3.0379 0.0944 -0.5193 -0.1453 0.23
Cl -2.8603 0.6496 -3.3632 -0.0852 -0.6078 0.1467 0.03
C -1.5841 1.7022 -2.9036 0.5671 1.6881 -0.2644 0.18
N -0.8059 1.4582 -1.8963 1.0858 -0.3414 1.4938 -0.41
F -1.4391 -0.1343 -0.5057 1.8478 -1.9876 2.3271 -0.37
C 0.0862 2.3175 -1.4231 -0.9755 0.9963 -3.5648 0.17
Cl 1.2400 1.9128 -0.2113 -0.1151 -0.4309 0.4989 0.00
C 0.3002 3.5213 -2.1350 0.6460 -0.0396 0.5199 -0.25
C -0.4484 3.8086 -3.2691 -0.8099 -0.8046 -0.1809 -0.15
C -1.4264 2.8639 -3.6335 -0.0380 1.2872 -0.6897 -0.24
H 1.1256 4.1575 -1.8427 -0.1542 0.1423 0.1276 0.23
H -0.3238 4.7157 -3.9001 0.0817 -0.7702 0.7932 0.25
H -2.0796 3.0662 -4.4771 0.1520 -0.1012 0.0562 0.24
```
Forces are in eV/Å.

Computed properties:
LUMO, eV: -6.01
Total charge: +1
Gap between HOMO and LUMO, Eh: 0.216


[3]
The following is a DFT calculation (wB97M-V/def2-TZVPD) of C13H18ClEuIN2O2PS as an isolated structure.

```
40
Properties=species:S:1:pos:R:3:forces:R:3:lowdin_spin:R:1
C -4.4020 2.3664 -5.8344 -0.3072 -0.3076 -0.0931 0.00
C -4.1449 1.2913 -4.8051 -1.5025 -1.5783 -0.4114 0.00
H -5.2461 2.0648 -6.4824 0.4496 0.0837 0.4020 0.00
H -3.4997 2.5122 -6.4335 -0.0744 0.0211 0.1051 0.00
H -4.6358 3.3035 -5.3229 0.0827 -0.0886 -0.0474 0.00
O -4.7339 0.2567 -4.6639 1.2939 1.9002 -0.0485 0.00
I -2.4721 1.8178 -3.4830 0.0973 -0.1218 0.1848 0.00
Eu -0.5537 -0.3436 0.3360 -1.7208 3.9007 -0.2358 4.76
P 1.1603 -1.5527 -1.3145 -0.6094 0.9056 0.6660 -0.01
C 1.3489 -3.2924 -1.1677 0.4043 -1.2889 -0.2341 0.00
C 0.6421 -1.1690 -2.9692 -0.1744 0.0151 -0.8755 0.00
H 2.6890 0.3052 -1.1552 -0.0129 -0.4428 -0.0672 0.00
H 3.4127 -1.1857 -1.8587 0.3482 0.1849 0.1479 0.00
H 3.1738 -1.0366 -0.0821 -0.0138 0.0762 -0.4942 0.00
C 2.7625 -0.7909 -1.0750 0.6358 0.1183 -0.0345 0.00
H 0.5021 -0.0836 -3.1010 0.1501 -0.4245 0.0825 0.00
H 1.4237 -1.5366 -3.6389 -0.1999 0.0907 -0.3121 0.00
H 2.0752 -3.5968 -1.9226 0.0230 -0.5126 0.0955 0.00
H 0.3905 -3.8090 -1.3379 0.3776 0.1728 0.0109 0.00
H -0.3157 -1.6639 -3.2019 0.3932 0.1176 0.0273 0.00
H 1.7089 -3.5804 -0.1656 -0.0775 0.0051 -0.4222 0.00
C -0.8504 -2.2692 1.0762 -2.7459 -12.7467 5.2061 0.18
O -1.0994 -3.3464 1.6080 1.7712 6.6716 -3.1856 0.17
Cl 0.0848 1.6258 -0.7452 1.1206 2.8917 -1.5056 -0.02
N 2.5228 -1.8373 2.2688 -0.3588 -0.0484 -0.3419 0.14
C 1.9185 -0.7807 2.7791 0.9888 0.0927 1.7066 0.06
N 0.8830 -0.1673 2.2722 -2.5212 2.2730 0.2952 0.10
C 0.3604 0.8852 3.1020 2.0433 -2.6825 -1.2105 0.15
C -0.7675 1.6631 2.8840 -0.7902 0.4589 -0.2852 0.04
C -1.1159 2.5948 3.8501 -1.1142 -0.4634 -1.9922 0.08
C -0.3706 2.7515 5.0108 0.8160 0.2129 1.2925 0.19
C 0.7613 1.9784 5.2489 0.4781 -0.3231 0.0851 -0.01
C 1.1135 1.0538 4.2904 1.2090 -0.7422 0.4823 0.13
S 2.4609 -0.1099 4.3232 -0.4883 0.6026 0.1466 0.01
H 3.3186 -2.2788 2.7216 -0.2054 0.1706 0.0011 0.00
H 2.1486 -2.3035 1.4367 0.1250 0.3474 0.4248 0.00
H -1.3407 1.5117 1.9605 -0.0167 0.6067 0.5930 0.00
H -2.0065 3.2044 3.6808 0.3167 -0.1581 0.1306 0.00
H -0.6685 3.4839 5.7635 0.0213 -0.1804 -0.2817 0.01
H 1.3613 2.0638 6.1479 -0.2121 0.1897 -0.0074 0.00
```
Forces are in eV/Å.

Computed properties:
LUMO (spin up / spin down), eV: -7.05 / -11.00
2S+1: 7
Total charge: +2
Energy above the lowest of the compared OMol25 structures with the same formula, charge and spin, kcal/mol: 127.39
Gap between HOMO and LUMO (spin up / spin down), Eh: 0.247 / 0.102


[4]
The following is a DFT calculation (wB97M-V/def2-TZVPD) of C13H18ClFNO6Pt as an isolated structure.

```
41
Properties=species:S:1:pos:R:3:forces:R:3:nbo_charge:R:1
Pt -4.3063 0.3464 -0.4872 0.8603 -1.4345 1.5106 1.05
Cl -0.8372 -0.1502 1.2038 3.5798 0.2629 2.9522 2.53
O -0.5557 0.7358 2.3170 -0.5345 -0.3362 -1.5436 -0.74
O 0.3786 -0.3823 0.4509 -1.8440 0.7960 -0.3529 -0.76
O -1.3436 -1.3630 1.6811 -0.9562 -2.2074 0.5388 -0.81
O -1.9619 0.4173 0.4562 -1.9490 1.7729 -2.4914 -0.83
N -1.3075 4.4033 -0.6490 4.1525 -0.1808 -0.4145 -0.42
C -0.5781 5.5223 -0.1697 -2.6745 -2.7019 -1.0572 0.04
C 0.7108 5.4750 0.3145 0.1553 -0.6405 -0.6406 -0.23
C 1.4197 4.2592 0.2594 -0.4950 1.0136 -0.1151 -0.15
C 0.8548 3.1856 -0.4267 -0.4041 0.4112 0.7431 -0.24
C -0.4652 3.2967 -0.8915 -1.4819 2.4070 1.2471 0.05
H -1.1907 6.4109 -0.2087 0.1866 0.2306 0.3440 0.21
H 1.1459 6.4041 0.6520 0.1980 -0.1527 0.2791 0.24
H 2.3809 4.3059 0.7496 0.2217 -0.6970 -0.2275 0.23
H 1.2923 2.1998 -0.4820 0.4340 0.1323 -0.1318 0.23
H -0.8787 2.4505 -1.4202 -0.3585 0.0213 0.0166 0.19
C -3.0292 -5.3944 1.8243 0.2649 0.6424 -0.2502 -0.24
O -1.8029 -4.9903 1.2061 -0.2316 -0.8119 -0.1629 -0.72
H -3.4138 -6.3433 1.4507 0.6382 -0.0649 -0.2607 0.19
H -2.9119 -5.4890 2.9039 -0.1814 0.1555 0.0761 0.17
H -3.7836 -4.6623 1.5361 -0.3928 0.1289 0.4361 0.13
H -1.5580 -4.1136 1.5113 -0.0777 0.0213 0.1567 0.47
C -4.6436 -1.3863 2.0282 0.7973 -0.5044 1.7431 -0.28
O -5.2232 -1.3510 0.7574 0.9068 1.4225 -2.2244 -0.74
H -5.4998 -1.2690 2.6925 0.6699 -0.0281 0.7274 0.20
H -4.0814 -2.3140 2.1350 -0.4427 -0.3132 0.2730 0.21
H -3.8506 -0.6560 2.1891 -0.4840 0.5219 -0.2559 0.22
H -5.9968 -1.9158 0.8222 -0.4851 0.1623 -0.9548 0.53
F 2.6702 -0.1232 -4.1607 0.7869 -0.3058 0.6338 -0.31
C 3.5079 -0.4313 -3.1310 -2.9267 0.5189 1.3427 0.44
C 4.7771 -0.8062 -3.3404 1.6356 -0.6532 0.1703 -0.30
C 5.5688 -1.0593 -2.1956 -0.4253 0.7542 -1.2172 -0.14
C 5.0636 -0.8342 -0.9321 0.0475 -0.8381 0.8387 -0.18
C 3.7323 -0.4769 -0.6907 0.2687 -0.4676 -1.2086 -0.20
C 2.9233 -0.3382 -1.8102 0.8790 1.2147 -0.4146 -0.22
H 5.1324 -0.9110 -4.3550 0.2078 -0.0124 0.0263 0.25
H 6.6122 -1.3226 -2.2869 -0.0355 -0.1802 -0.1856 0.23
H 5.7378 -1.1024 -0.1321 -0.0954 0.3558 0.3664 0.23
H 3.3526 -0.3579 0.3133 -0.0672 0.0683 -0.0418 0.24
H 1.9586 0.1310 -1.6850 -0.3474 -0.4837 -0.2710 0.23
```
Forces are in eV/Å.

Computed properties:
LUMO, eV: -9.55
Total charge: +1
Gap between HOMO and LUMO, Eh: 0.067